1.
{"formula": "C40H35O4P2Pt", "method": "ωB97M-V/def2-TZVPD", "species": ["Pt", "O", "C", "C", "C", "C", "C", "C", "P", "C", "C", "C", "C", "C", "C", "C", "C", "C", "C", "C", "C", "C", "C", "C", "C", "C", "C", "P", "C", "C", "C", "C", "C", "C", "C", "C", "C", "C", "C", "C", "H", "H", "H", "H", "H", "H", "H", "H", "H", "H", "H", "H", "H", "H", "H", "H", "H", "H", "H", "H", "H", "H", "H", "H", "H", "H", "H", "H", "C", "O", "C", "C", "H", "H", "H", "H", "H", "H", "O", "C", "O", "H"], "coordinates": [[-0.1473, 0.0488, 1.9641], [-0.2888, 2.3539, 0.3861], [-1.5402, 2.3117, -0.1805], [-2.3962, 3.3904, -0.0798], [-3.7003, 3.3615, -0.5094], [-4.2549, 2.1854, -1.0755], [-3.3509, 1.1742, -1.3369], [-2.0267, 1.1787, -0.8418], [-1.2003, -0.3847, -1.2440], [-1.9075, -1.6372, -0.2010], [-1.5340, -3.0125, -0.2469], [-2.3132, -3.9331, 0.3626], [-3.5827, -3.5417, 0.9697], [-3.8292, -2.2750, 1.2272], [-2.8189, -1.2068, 0.9025], [-1.5421, -0.4746, -2.9820], [-2.2222, -1.5793, -3.4807], [-2.5397, -1.5942, -4.8519], [-2.1492, -0.4686, -5.6245], [-1.5478, 0.6483, -5.0697], [-1.2593, 0.6459, -3.7079], [0.8519, 2.5364, -0.3189], [0.8230, 3.3162, -1.5376], [1.9653, 3.5519, -2.2541], [3.1923, 3.0443, -1.8089], [3.2121, 2.2238, -0.6722], [2.0277, 1.9527, 0.0548], [2.0011, 0.6857, 1.3496], [2.5086, -0.8440, 0.3603], [2.3227, -2.0652, 0.9032], [2.4272, -3.2989, 0.1922], [2.6924, -3.3728, -1.1191], [2.8088, -2.0587, -1.8723], [2.8476, -0.7303, -1.0887], [3.3823, 1.1410, 2.4622], [4.6514, 0.5771, 2.3534], [5.5768, 0.8907, 3.3154], [5.3094, 1.8033, 4.3444], [4.0724, 2.3254, 4.4645], [3.0735, 1.9858, 3.4911], [-2.0801, 4.3589, 0.3912], [-4.3609, 4.1256, -0.1764], [-5.2956, 2.0441, -1.4294], [-3.6982, 0.3333, -1.9946], [-0.5359, -3.2469, -0.6522], [-2.0582, -4.9908, 0.3994], [-4.1586, -4.3851, 1.3799], [-4.7042, -1.9558, 1.7947], [-3.3795, -0.3561, 0.6240], [-2.4522, -2.4660, -2.9102], [-2.9915, -2.4624, -5.2720], [-2.6168, -0.5766, -6.5939], [-1.4077, 1.5901, -5.6054], [-0.8960, 1.5046, -3.1818], [-0.1502, 3.7137, -1.8926], [1.8363, 4.0202, -3.1980], [4.0544, 3.2111, -2.4376], [4.0822, 1.6865, -0.2215], [1.9091, -2.1151, 1.8997], [2.4762, -4.2302, 0.7626], [2.7981, -4.2837, -1.7022], [3.6714, -2.0461, -2.4877], [3.7353, -0.0841, -1.2985], [4.8398, -0.1296, 1.5360], [6.5379, 0.4172, 3.3082], [6.1623, 1.9832, 5.0130], [3.8990, 2.9479, 5.3734], [2.0579, 2.2681, 3.6715], [-1.4188, -2.0436, 4.2114], [-1.8039, -2.0762, 2.8648], [-2.0488, -0.8212, 2.2128], [-2.9983, 0.1116, 3.0422], [-0.8289, -1.1676, 4.4094], [-0.7148, -2.8639, 4.4258], [-2.2705, -2.1229, 4.9169], [-3.8681, -0.3854, 3.4363], [-3.4154, 0.9581, 2.4829], [-2.5568, 0.6272, 3.9315], [1.6524, -1.5507, -2.5951], [1.6090, -0.4011, -1.8820], [0.3634, -0.4491, -1.0363], [1.4298, 0.4532, -2.5191]], "forces_ev_per_angstrom": [[-0.470, -0.492, 0.100], [-0.566, -0.275, 0.907], [-0.270, -0.553, -0.865], [0.526, 2.079, 0.884], [-1.275, -1.962, 0.368], [0.669, 0.575, -0.455], [-0.315, -0.835, -0.557], [0.102, -0.011, -0.277], [0.795, -0.205, 0.950], [0.332, -0.502, -0.061], [1.476, 1.855, -0.582], [-1.330, -0.641, 0.646], [0.937, -2.319, 0.089], [-0.303, 1.237, 0.375], [-0.215, -0.968, -0.070], [-0.583, -1.462, 1.240], [0.179, -0.417, -1.843], [1.694, 1.638, 1.465], [-1.777, -1.654, 0.293], [-0.175, 0.676, 0.167], [-0.035, -0.085, -1.185], [-0.333, 1.564, -3.084], [-1.278, -0.488, 1.440], [-0.042, -0.897, 0.732], [0.040, -0.801, 0.400], [-0.076, 0.123, 0.399], [0.684, -0.127, 0.170], [0.326, -1.333, -0.476], [1.178, 5.417, -1.326], [-1.086, -6.432, 0.896], [-0.168, 1.432, 5.053], [0.565, 1.733, -4.456], [0.603, -0.497, 1.232], [0.151, 0.239, 1.468], [-0.556, -0.494, -0.716], [-0.178, -0.266, -0.316], [0.405, 0.068, -0.065], [1.846, -1.207, -0.532], [-1.764, 0.874, 0.334], [1.079, 0.423, 2.068], [0.061, -1.251, -0.356], [-0.291, 0.857, -0.279], [0.784, 0.532, 0.449], [0.405, 0.666, 0.998], [-0.706, -0.184, -0.225], [0.155, 0.294, -0.106], [-0.167, 0.702, -0.395], [0.192, -0.174, -0.119], [-0.394, 1.121, -0.281], [-0.002, 0.153, 0.452], [-0.422, -0.246, -0.425], [0.776, 0.871, -0.587], [0.039, -0.541, -0.185], [0.355, 0.532, -0.126], [0.734, -0.276, 0.315], [0.356, 0.633, -0.597], [0.272, -0.040, 0.269], [-0.301, 0.972, -0.957], [0.336, -0.169, 0.365], [-0.587, 0.370, 0.077], [-0.010, 0.097, 0.306], [0.636, -0.449, -1.148], [-0.845, -0.612, -0.005], [0.161, 0.219, 0.448], [0.414, -0.134, -0.169], [-0.783, 0.201, 0.015], [-0.393, -0.375, -1.103], [-0.465, 0.387, -0.080], [0.353, -0.450, 0.732], [0.019, 0.202, -0.523], [-0.353, 0.885, 0.933], [0.570, 0.753, 0.594], [0.081, 0.785, 0.331], [-0.487, -0.062, -0.308], [0.309, 0.165, -0.435], [-0.424, -0.673, 0.132], [0.360, -0.243, -0.471], [0.172, -0.707, -0.663], [-0.264, -1.178, -1.057], [-2.236, 0.450, -1.120], [0.241, 0.360, 0.449], [0.554, 0.549, 0.045]], "lowdin_charge": [0.68, -0.04, -0.26, 0.00, -0.04, -0.03, -0.09, -0.20, 1.01, -0.20, -0.08, -0.03, -0.07, -0.02, -0.29, -0.32, -0.05, -0.03, -0.05, -0.04, -0.08, -0.27, 0.00, -0.07, -0.05, -0.06, -0.29, 0.97, -0.29, -0.10, -0.08, 0.01, -0.19, -0.15, -0.37, -0.09, -0.07, -0.09, -0.06, -0.08, 0.15, 0.11, 0.13, 0.14, 0.12, 0.12, 0.12, 0.13, 0.09, 0.11, 0.10, 0.11, 0.12, 0.10, 0.13, 0.10, 0.11, 0.12, 0.10, 0.12, 0.12, 0.14, 0.16, 0.11, 0.10, 0.12, 0.12, 0.09, -0.12, -0.20, -0.48, -0.07, 0.06, 0.10, 0.10, 0.07, 0.07, 0.08, 0.04, -0.27, -0.21, 0.15], "e_tot_ev": -72047.725, "spin_multiplicity": 5, "charge": 1, "e_homo_ev": [-8.4, -10.3], "s2": 6.043, "homo_lumo_gap_ev": [6.1062, 5.3559]}


2.
{"formula": "C40H36As2NO9SSn", "method": "ωB97M-V/def2-TZVPD", "species": ["Sn", "C", "C", "As", "C", "C", "C", "C", "C", "C", "C", "C", "C", "C", "C", "C", "As", "C", "C", "C", "C", "C", "C", "C", "C", "C", "C", "C", "C", "H", "H", "H", "H", "H", "H", "H", "H", "H", "H", "H", "H", "H", "H", "H", "H", "H", "H", "H", "H", "H", "H", "H", "H", "O", "C", "C", "O", "C", "C", "O", "C", "O", "O", "C", "N", "C", "C", "C", "C", "C", "C", "C", "C", "H", "H", "H", "H", "H", "H", "H", "H", "H", "H", "H", "H", "O", "S", "O", "O", "O"], "coordinates": [[1.5671, 1.4226, 1.2595], [-1.0793, -1.7763, -1.8062], [0.3354, -1.5892, -2.3503], [1.3994, -0.0363, -1.7573], [0.6975, 1.3745, -2.9250], [1.0683, 2.6746, -2.5759], [0.5942, 3.7606, -3.2980], [-0.2716, 3.5620, -4.3661], [-0.6480, 2.2735, -4.7176], [-0.1620, 1.1857, -4.0015], [3.0150, -0.4244, -2.7889], [3.0148, -0.9640, -4.0714], [4.2021, -1.1066, -4.7738], [5.4022, -0.7044, -4.2016], [5.4118, -0.1726, -2.9215], [4.2223, -0.0364, -2.2174], [-1.4678, -1.5569, 0.0860], [-3.4832, -1.5472, -0.0038], [-4.1698, -1.3838, 1.2026], [-5.5394, -1.1820, 1.2351], [-6.2609, -1.1178, 0.0496], [-5.5960, -1.2557, -1.1562], [-4.2201, -1.4629, -1.1797], [-1.3280, -3.3960, 0.7560], [-0.2390, -4.1159, 0.2751], [-0.1341, -5.4738, 0.5332], [-1.1101, -6.1213, 1.2748], [-2.1974, -5.4053, 1.7498], [-2.3152, -4.0474, 1.4844], [-1.4002, -2.8080, -1.9699], [-1.7888, -1.1414, -2.3325], [0.2663, -1.5807, -3.4387], [0.9640, -2.4368, -2.0719], [1.7279, 2.8483, -1.7298], [0.8958, 4.7613, -3.0156], [-0.6521, 4.4091, -4.9232], [-1.3193, 2.1121, -5.5525], [-0.4640, 0.1873, -4.2987], [2.0864, -1.2705, -4.5383], [4.1903, -1.5263, -5.7724], [6.3269, -0.8024, -4.7564], [6.3441, 0.1358, -2.4663], [4.2352, 0.3727, -1.2134], [-3.6281, -1.3869, 2.1437], [-6.0434, -1.0577, 2.1855], [-7.3307, -0.9544, 0.0684], [-6.1427, -1.1921, -2.0889], [-3.7400, -1.5706, -2.1428], [0.5531, -3.6244, -0.2773], [0.7266, -6.0156, 0.1639], [-1.0245, -7.1806, 1.4816], [-2.9688, -5.9013, 2.3253], [-3.1849, -3.5264, 1.8468], [4.9557, 6.3742, 3.0615], [4.3937, 5.3863, 2.6658], [3.9961, 4.1708, 3.5005], [4.1883, 4.0271, 4.6901], [3.3245, 3.2763, 2.5644], [3.2738, 3.8102, 1.2759], [2.6726, 3.1898, 0.3220], [3.9206, 5.1292, 1.2353], [4.0444, 5.8827, 0.2942], [2.7762, 2.1248, 2.8377], [-0.1750, 1.5865, 4.3178], [-0.1208, 0.3123, 3.6134], [0.3444, -0.7384, 4.5091], [-1.4104, -0.0661, 3.0285], [-1.8012, 0.7992, 1.8503], [-2.2970, 2.0858, 2.0303], [-2.4756, 2.9492, 0.9571], [-2.1852, 2.5211, -0.3274], [-1.8016, 1.2037, -0.5399], [-1.6136, 0.3530, 0.5373], [-0.9794, 1.6001, 5.0736], [-0.3292, 2.4152, 3.6273], [0.7787, 1.7478, 4.8210], [-0.2963, -0.8213, 5.4031], [1.3633, -0.5167, 4.8239], [0.3533, -1.6909, 3.9797], [-2.1953, -0.0670, 3.8085], [-1.2891, -1.0913, 2.6783], [-2.5369, 2.4181, 3.0333], [-2.8236, 3.9592, 1.1303], [-2.2723, 3.1936, -1.1715], [-1.6510, 0.8696, -1.5573], [0.3490, -1.1704, 0.8790], [1.7543, -1.7959, 1.1020], [2.2582, -2.2401, -0.1912], [2.5141, -0.5982, 1.5997], [1.6547, -2.8172, 2.1158]], "forces_ev_per_angstrom": [[-0.405, 0.003, 0.218], [0.131, 0.074, 0.004], [0.051, -0.172, 0.075], [0.170, 0.079, -0.302], [-0.046, 0.013, -0.033], [-0.005, -0.045, 0.004], [-0.027, -0.017, -0.023], [0.016, 0.010, 0.014], [-0.014, -0.016, -0.008], [-0.035, 0.044, -0.028], [-0.003, 0.123, -0.007], [-0.001, 0.016, 0.041], [0.021, -0.016, 0.006], [-0.011, -0.005, -0.021], [-0.026, -0.014, 0.016], [0.000, -0.041, 0.003], [-0.630, 0.028, -0.079], [0.002, 0.120, -0.106], [0.005, 0.031, -0.030], [-0.019, -0.007, -0.012], [0.000, -0.019, 0.005], [0.016, 0.002, -0.005], [-0.029, -0.223, 0.018], [0.044, 0.121, -0.036], [0.012, -0.017, 0.051], [-0.006, 0.004, -0.011], [0.003, 0.013, -0.023], [-0.009, 0.003, 0.033], [0.081, -0.003, 0.015], [-0.058, 0.019, -0.076], [0.043, 0.133, 0.021], [0.006, -0.015, -0.020], [-0.041, 0.144, -0.026], [-0.020, 0.022, -0.037], [0.007, 0.005, 0.005], [0.003, 0.005, -0.007], [-0.007, 0.005, -0.007], [-0.009, -0.004, 0.005], [-0.005, 0.028, -0.021], [0.002, 0.003, -0.006], [0.007, -0.020, 0.004], [0.002, 0.012, 0.001], [-0.006, -0.005, -0.003], [-0.001, 0.006, -0.016], [0.004, -0.006, 0.005], [-0.002, 0.013, 0.005], [-0.004, -0.011, -0.003], [0.014, 0.005, -0.033], [-0.063, -0.074, 0.022], [-0.001, -0.005, 0.000], [0.003, 0.000, 0.004], [0.008, -0.001, 0.013], [-0.064, 0.076, -0.001], [-0.004, -0.051, -0.015], [-0.014, 0.018, -0.009], [0.009, -0.011, -0.032], [-0.001, 0.014, -0.015], [0.025, 0.036, 0.085], [0.074, 0.098, 0.116], [0.108, -0.254, -0.115], [-0.009, -0.072, -0.023], [0.006, -0.010, 0.028], [0.105, 0.012, 0.145], [0.104, -0.135, 0.068], [-0.163, 0.191, -0.098], [0.035, -0.023, -0.140], [0.058, 0.089, 0.059], [0.155, -0.083, -0.090], [0.032, -0.031, 0.028], [0.042, -0.007, -0.012], [0.030, 0.037, 0.032], [-0.042, 0.022, 0.049], [-0.298, -0.190, 0.254], [-0.019, 0.012, 0.010], [0.007, -0.011, -0.001], [-0.018, 0.031, -0.067], [-0.015, -0.015, 0.010], [-0.003, 0.007, 0.007], [0.072, 0.007, 0.010], [-0.054, 0.080, -0.066], [-0.065, -0.093, 0.121], [0.053, 0.035, -0.002], [-0.016, 0.000, -0.003], [-0.021, -0.002, 0.006], [0.000, -0.024, -0.019], [0.183, -0.469, -0.245], [0.134, 0.334, 0.444], [0.087, -0.111, 0.251], [0.196, 0.122, -0.205], [0.125, 0.025, -0.174]], "lowdin_charge": [1.42, -0.31, -0.39, 1.30, -0.38, -0.10, -0.08, -0.10, -0.10, -0.12, -0.36, -0.10, -0.10, -0.10, -0.08, -0.10, 1.35, -0.27, -0.12, -0.08, -0.10, -0.09, -0.09, -0.26, -0.11, -0.06, -0.08, -0.08, -0.08, 0.09, 0.05, 0.05, 0.06, 0.07, 0.11, 0.10, 0.09, 0.09, 0.09, 0.10, 0.10, 0.10, 0.10, 0.09, 0.10, 0.10, 0.10, 0.09, 0.07, 0.11, 0.10, 0.10, 0.08, 0.12, -0.25, -0.30, 0.09, -0.31, -0.33, -0.21, -0.29, 0.10, -0.19, -0.11, -0.27, -0.08, -0.19, -0.25, -0.05, -0.06, -0.06, -0.10, -0.28, 0.09, 0.06, 0.09, 0.09, 0.10, 0.07, 0.13, 0.09, 0.11, 0.10, 0.11, 0.08, -0.61, 0.29, -0.38, -0.47, -0.29], "e_tot_ev": -200326.974, "spin_multiplicity": 1, "relative_energy_kcal_mol": 29.5, "charge": -1, "e_homo_ev": -4.9, "homo_lumo_gap_ev": 6.8978}